Entry 1:
66
Properties=species:S:1:pos:R:3 method="wB97M-V/def2-TZVPD" molar_mass_g_mol=1093.297 homo_energy_ha=-0.394 de_lowest_kcal_mol=0.0 fmax_ev_per_a=1.67 e_tot_ev=-349195.727 charge=+1
Tc 0.42 -0.44 -0.03
C -0.94 4.61 2.49
C -1.51 3.76 3.43
C -1.62 2.40 3.16
C -1.16 1.89 1.95
C -0.60 2.76 1.00
C -0.49 4.11 1.28
P -1.39 0.17 1.48
C -1.93 -0.72 2.94
C -1.12 -0.77 4.08
C -1.59 -1.39 5.22
C -2.87 -1.93 5.25
C -3.68 -1.87 4.13
C -3.21 -1.27 2.96
C -2.53 0.07 0.15
C -3.86 0.34 -0.13
C -4.25 0.28 -1.46
C -3.31 0.00 -2.45
C -1.97 -0.22 -2.15
C -1.58 -0.21 -0.82
H -0.86 5.66 2.71
H -1.87 4.15 4.37
H -2.08 1.74 3.89
H -0.26 2.38 0.05
H -0.05 4.77 0.54
H -0.13 -0.33 4.06
H -0.96 -1.44 6.10
H -3.23 -2.41 6.15
H -4.67 -2.29 4.15
H -3.83 -1.24 2.08
H -4.57 0.60 0.65
H -5.28 0.47 -1.74
H -3.63 -0.02 -3.48
H -1.27 -0.41 -2.95
Se 0.12 -6.20 1.73
Sb -1.11 -4.33 2.30
Se 0.90 -2.25 1.48
Se 0.04 -2.81 -0.54
Se -2.15 -3.48 -0.07
F 1.20 0.57 1.45
O 0.64 -0.04 -1.85
C 1.99 -0.22 -2.33
C 2.47 1.16 -2.71
C 1.82 2.34 -2.50
C 2.58 3.47 -2.91
C 3.80 3.12 -3.40
S 4.02 1.42 -3.40
C 2.81 -0.80 -1.19
C 3.34 -0.09 -0.14
C 4.17 -0.87 0.70
C 4.29 -2.15 0.24
S 3.41 -2.43 -1.19
C 1.95 -1.18 -3.50
C 2.99 -1.65 -4.23
C 2.59 -2.55 -5.26
C 1.25 -2.74 -5.28
S 0.46 -1.82 -4.07
H 0.82 2.39 -2.10
H 2.24 4.49 -2.84
H 4.57 3.76 -3.79
H 3.16 0.96 0.00
H 4.65 -0.51 1.59
H 4.86 -2.95 0.68
H 4.02 -1.37 -4.05
H 3.28 -3.02 -5.95
H 0.68 -3.36 -5.94

---

Entry 2:
83
Properties=species:S:1:pos:R:3 method="wB97M-V/def2-TZVPD" molar_mass_g_mol=504.633 homo_energy_ha=-0.355 fmax_ev_per_a=2.94 e_tot_ev=-56484.596
C -3.02 -0.70 -5.14
C -3.45 -1.40 -3.84
O -3.15 -2.83 -3.89
P -3.48 -3.52 -2.45
O -4.36 -4.69 -2.67
C -1.96 -4.07 -1.55
C -1.35 -2.95 -0.64
P 0.07 -1.95 -1.32
C -0.06 -0.11 -1.70
N -0.39 -2.27 -3.07
C 0.59 -2.51 -3.76
O 1.64 -2.51 -4.28
C 0.50 -1.46 0.49
C 1.69 -1.91 1.10
C 1.86 -1.46 2.43
C 0.91 -0.62 3.00
N -0.23 -0.14 2.48
C -0.36 -0.63 1.23
O -4.30 -2.47 -1.48
C -4.81 -3.12 -0.29
C -4.63 -2.16 0.94
H -3.39 -1.22 -6.03
H -3.50 0.30 -5.13
H -1.94 -0.50 -5.18
H -2.95 -0.89 -3.00
H -4.55 -1.30 -3.78
H -1.23 -4.56 -2.22
H -2.33 -4.85 -0.87
H -0.96 -3.46 0.26
H -2.11 -2.24 -0.26
H 1.37 -2.51 -1.46
H -1.05 0.27 -1.41
H 0.00 0.00 -2.80
H 0.75 0.45 -1.22
H 2.44 -2.56 0.63
H 2.73 -1.78 3.02
H 1.12 -0.28 4.03
H -1.29 -0.33 0.72
H -4.29 -4.07 -0.09
H -5.88 -3.33 -0.46
H -4.25 -2.72 1.81
H -5.58 -1.66 1.16
H -3.87 -1.40 0.68
C 8.38 -0.07 -0.87
C 7.20 0.88 -0.99
C 6.19 0.73 0.15
C 5.51 -0.63 0.25
C 4.76 -1.07 -1.00
C 3.60 -0.15 -1.37
H 8.07 -1.12 -0.94
H 9.09 0.11 -1.68
H 8.91 0.07 0.07
H 6.70 0.74 -1.95
H 7.57 1.91 -0.98
H 5.43 1.51 0.05
H 6.70 0.94 1.10
H 4.81 -0.61 1.09
H 6.25 -1.39 0.50
H 4.36 -2.08 -0.83
H 5.44 -1.16 -1.85
H 2.89 -0.07 -0.55
H 3.07 -0.54 -2.25
H 3.95 0.86 -1.62
C -2.85 6.54 3.43
C -3.57 5.20 3.54
C -2.70 4.09 4.14
C -1.45 3.73 3.33
C -1.71 3.30 1.89
C -2.55 2.03 1.79
H -1.99 6.49 2.76
H -3.52 7.30 3.04
H -2.49 6.87 4.41
H -3.94 4.90 2.55
H -4.45 5.33 4.17
H -3.32 3.20 4.27
H -2.39 4.39 5.14
H -0.92 2.93 3.86
H -0.76 4.59 3.33
H -0.74 3.12 1.41
H -2.18 4.11 1.33
H -2.07 1.21 2.32
H -2.66 1.74 0.74
H -3.55 2.17 2.20

---

Entry 3:
12
Properties=species:S:1:pos:R:3 method="wB97M-V/def2-TZVPD" molar_mass_g_mol=116.076 homo_energy_ha=-0.360 de_lowest_kcal_mol=131.3 fmax_ev_per_a=4.78 e_tot_ev=-12293.304
C 0.96 -0.56 0.27
C 1.61 0.18 1.21
C 0.25 0.33 -0.54
N 0.51 1.53 -0.12
N -2.17 0.27 0.51
O -2.58 -0.89 0.63
O -2.92 1.03 -0.24
O 1.43 1.39 0.89
H 0.95 -1.60 0.15
H 2.28 -0.04 1.98
H -0.45 0.05 -1.30
H -2.55 1.93 -0.21